DFT (the ωB97M-V functional and the def2-TZVPD basis) results for C4H2ClO2 as an isolated structure in a non-equilibrium geometry.

The geometry in ORCA input format:
```
! RIJCOSX wB97M-V def2-TZVPD def2/J DEFGRID3
* xyz -1 1
C -1.09426 0.06233 0.03708
C -0.15039 -0.99416 0.15467
C -0.06475 1.03091 0.08428
C 1.02815 -0.07308 -0.16424
O -0.10656 -2.39514 0.41104
O -0.02430 2.21558 0.32338
Cl -2.85158 0.20502 0.06955
H 1.92718 -0.20480 0.27329
H 1.33650 0.15333 -1.18905
*
```

Output
total energy: -764.28201 Eh
HOMO energy: -3.915 eV
relative energy (zero: lowest compared OMol25 entry of this formula, charge and spin): 135.2 kJ/mol
Kohn-Sham gap: 7.598 eV

***

DFT (the ωB97M-V functional and the def2-TZVPD basis) results for one molecule with the formula C7H11O2P in a non-equilibrium geometry.

The geometry in ORCA input format:
```
! RIJCOSX wB97M-V def2-TZVPD def2/J DEFGRID3
* xyz 0 1
C -2.69460 -2.28529 0.12735
C 0.31495 -0.41365 0.61038
C 1.24749 0.43933 0.11605
C -1.87110 -1.25646 0.07406
C 1.87450 1.57950 0.88546
C 1.78745 0.65712 -1.24104
C -0.36005 -1.44146 -0.16743
O -1.89299 2.55778 0.18469
O -2.32044 0.04971 0.12930
P -1.51428 1.33351 -0.49540
H -3.72787 -2.05381 0.05203
H -2.43931 -3.34078 0.23372
H 0.01457 -0.31530 1.75224
H 1.26377 2.00596 1.64745
H 2.35338 2.37900 0.30021
H 2.76362 1.36603 1.59181
H 1.48979 -0.04835 -1.89929
H 1.42074 1.54410 -1.68270
H 2.78527 0.86430 -1.27923
H -0.33333 -1.24458 -1.15798
H -0.16155 -2.37667 0.21831
*
```

Output
total energy: -765.09758 Eh
HOMO energy: -9.059 eV
relative energy (zero: lowest compared OMol25 entry of this formula, charge and spin): 0.0 kJ/mol
Kohn-Sham gap: 9.521 eV
SMILES: C=C(CC=C(C)C)OP=O

***

DFT (the ωB97M-V functional and the def2-TZVPD basis) results for C49H54Cl2GaN5O4P2Si2 as an isolated structure.

The geometry in ORCA input format:
```
! RIJCOSX wB97M-V def2-TZVPD def2/J DEFGRID3
* xyz -2 1
Ga 0.84518 -0.69687 -0.16306
C 2.99008 2.64650 0.75503
Si 1.88758 2.44009 -0.77072
C 2.94399 1.46377 -1.99638
C 1.73030 4.18203 -1.48638
N 0.46118 1.57822 -0.48740
P -1.07970 2.03258 -0.24911
C -2.19324 1.04155 0.46381
P -1.77761 0.28756 1.87628
N -0.43188 -0.59761 1.99922
Si -0.06164 -1.91081 2.97866
C 1.71316 -1.75556 3.59860
C -1.14385 -2.21169 4.50343
C -0.11018 -3.62960 2.15120
C -3.18948 -0.80961 2.34955
C -3.36842 -1.92540 1.53054
C -4.36568 -2.84926 1.79073
C -5.20743 -2.67742 2.88490
C -5.04353 -1.57085 3.70372
C -4.04117 -0.64397 3.43564
C -1.75961 1.46769 3.31112
C -2.74773 2.44946 3.39480
C -2.75053 3.37038 4.42990
C -1.75068 3.33901 5.39573
C -0.74228 2.39099 5.30454
C -0.74930 1.46716 4.26584
C -1.75393 2.46720 -1.91695
C -2.49677 1.48481 -2.56759
C -2.94415 1.67468 -3.86574
C -2.68040 2.86710 -4.52997
C -1.94379 3.85477 -3.89228
C -1.47173 3.64582 -2.60144
C -1.05906 3.67003 0.61262
C -0.19155 3.82866 1.69246
C -0.24402 4.95344 2.50165
C -1.18443 5.94391 2.25670
C -2.07774 5.78677 1.20416
C -2.01931 4.65916 0.39826
H 3.96050 3.06998 0.47627
H 3.15592 1.67726 1.22994
H 2.54656 3.31282 1.49704
H 3.84327 2.00845 -2.30313
H 2.36688 1.22688 -2.89260
H 3.24223 0.51524 -1.54392
H 2.72244 4.63773 -1.55415
H 1.10831 4.81572 -0.84918
H 1.29019 4.16931 -2.48515
H 1.78268 -0.95130 4.33608
H 2.38171 -1.50710 2.77621
H 2.06916 -2.67549 4.07458
H -1.40422 -1.27991 5.00896
H -0.62282 -2.85677 5.21621
H -2.08272 -2.69617 4.22424
H 1.90909 -3.52109 1.68404
H -1.03526 -3.73761 1.58858
H -0.13778 -4.38355 2.95382
H -2.73344 -2.04186 0.66082
H -4.49231 -3.69845 1.12969
H -5.98648 -3.40188 3.09588
H -5.69431 -1.42804 4.55955
H -3.92233 0.20924 4.09240
H -3.49795 2.48639 2.61242
H -3.53199 4.12041 4.48457
H -1.75008 4.06165 6.20432
H 0.05415 2.37254 6.04068
H 0.04632 0.73755 4.17526
H -2.73440 0.58747 -2.01176
H -3.50175 0.88835 -4.36181
H -3.05137 3.02754 -5.53592
H -1.72977 4.78792 -4.40196
H -0.87464 4.41305 -2.12316
H 0.50812 3.03110 1.91068
H 0.44130 5.04932 3.33605
H -1.23764 6.81871 2.89483
H -2.82987 6.54510 1.01496
H -2.73828 4.53464 -0.40236
Cl 3.69445 -5.19002 1.68818
C 2.42795 -5.73669 0.61133
C 2.67007 -6.87140 -0.13820
C 1.69250 -7.34436 -0.99757
C 0.50303 -6.64188 -1.11232
C 0.28432 -5.48878 -0.37886
Cl -1.14585 -4.57732 -0.73000
C 1.22795 -5.00001 0.54786
N 1.04774 -3.85696 1.27897
H 3.61984 -7.37779 -0.03566
H 1.86099 -8.23813 -1.58266
H -0.26353 -6.95804 -1.80595
C 7.46849 -0.73185 0.48195
C 6.29285 -0.08241 -0.25577
C 6.41057 1.44349 -0.22408
C 6.23136 -0.57721 -1.70622
C 5.04668 -0.48828 0.41968
N 4.08168 -0.84804 0.92690
H 8.40279 -0.44856 -0.00694
H 7.38045 -1.81826 0.47141
H 7.50359 -0.40248 1.52089
H 7.34222 1.73806 -0.71218
H 6.41623 1.81632 0.80058
H 5.57473 1.90453 -0.74857
H 7.13056 -0.25398 -2.23484
H 5.35862 -0.17022 -2.21534
H 6.17203 -1.66492 -1.74178
O -2.56782 -2.45172 -1.85841
C -1.54937 -1.85810 -2.20763
O -0.62590 -1.35859 -1.50297
C -1.32354 -1.69146 -3.71628
C -2.12734 -2.38769 -4.60951
C -1.92761 -2.28717 -5.98186
C -0.93014 -1.46664 -6.47839
C -0.14376 -0.77364 -5.57067
C -0.30981 -0.87562 -4.20232
N 0.93195 0.08648 -6.10277
O 0.95358 0.28620 -7.31259
O 1.74200 0.54260 -5.31885
H -2.91356 -3.00446 -4.19397
H -2.54587 -2.85402 -6.66736
H -0.75067 -1.35441 -7.53708
H 0.32047 -0.33038 -3.51281
*
```

Output
total energy: -6581.33926 Eh
HOMO energy: -1.319 eV
relative energy (zero: lowest compared OMol25 entry of this formula, charge and spin): 160.0 kJ/mol
Kohn-Sham gap: 5.113 eV

***

DFT (the ωB97M-V functional and the def2-TZVPD basis) results for one molecule with the formula C17H11F3N2O4S in a non-equilibrium geometry.

The geometry in ORCA input format:
```
! RIJCOSX wB97M-V def2-TZVPD def2/J DEFGRID3
* xyz 0 1
O -5.39280 -0.05895 0.07642
C -4.91896 -1.17023 -0.01673
O -5.66717 -2.26339 -0.18231
H -6.60537 -2.01850 -0.21958
C -3.47715 -1.41655 0.04748
C -2.89417 -2.67646 -0.03346
C -1.51576 -2.78582 0.03626
C -0.77216 -1.62389 0.19349
N -1.31420 -0.42435 0.27575
C -2.63200 -0.30056 0.19245
S -3.28268 1.30313 0.25152
C -1.69340 2.22364 0.36821
C -0.63688 1.65934 -0.56318
O -0.74591 1.43265 -1.73666
N 0.55717 1.60170 0.16087
C 0.40827 1.90922 1.50337
O 1.29499 1.92548 2.31138
C -1.05209 2.22783 1.74466
H -1.46548 1.44604 2.38474
H -1.15285 3.17488 2.27373
C 1.76243 1.13601 -0.40644
C 2.14516 1.55812 -1.67510
C 3.31478 1.07947 -2.23738
C 4.11455 0.18510 -1.54717
C 3.72558 -0.22890 -0.28103
C 2.55608 0.24032 0.29882
H 2.27221 -0.08347 1.28753
C 4.56647 -1.20092 0.49848
F 5.43814 -1.87390 -0.26711
F 5.29284 -0.60097 1.45709
F 3.81816 -2.12981 1.12214
H 5.02580 -0.19210 -1.98420
H 3.60736 1.40802 -3.22226
H 1.52206 2.24804 -2.22017
H -1.95968 3.22627 0.02636
H 0.30732 -1.64898 0.25993
H -1.02592 -3.74325 -0.02661
H -3.52473 -3.54424 -0.15126
*
```

Output
total energy: -1762.77796 Eh
HOMO energy: -8.993 eV
relative energy (zero: lowest compared OMol25 entry of this formula, charge and spin): 0.0 kJ/mol
Kohn-Sham gap: 8.780 eV
SMILES: O=C(O)c1cccnc1S[C@H]1CC(=O)N(c2cccc(C(F)(F)F)c2)C1=O